A) ORCA calculation (the ωB97M-V functional and the def2-TZVPD basis) on a structure of composition C31H51AsFeI2N2O7S3SbSi3.

Geometry as XYZ:
```
102
Properties=species:S:1:pos:R:3
Fe 0.91 0.70 0.73
I 6.20 5.93 -0.83
C 5.05 4.30 -0.11
C 4.43 4.41 1.12
C 3.68 3.35 1.58
I 2.62 3.48 3.38
C 3.55 2.13 0.85
O 2.95 1.07 1.28
C 4.17 2.10 -0.43
C 3.86 0.87 -1.24
N 2.43 0.84 -1.54
C 2.01 1.91 -2.44
C 0.93 2.78 -1.86
C 0.10 3.52 -2.69
C -0.84 4.37 -2.12
C -0.85 4.51 -0.74
C 0.05 3.77 0.00
N 0.88 2.88 -0.53
C 4.91 3.17 -0.90
H 4.53 5.31 1.71
H 4.06 -0.02 -0.64
H 4.48 0.84 -2.14
H 2.15 -0.07 -1.87
H 1.69 1.52 -3.42
H 2.87 2.56 -2.63
H 0.18 3.42 -3.76
H -1.52 4.93 -2.74
H -1.55 5.16 -0.24
H 0.09 3.89 1.07
H 5.37 3.12 -1.87
O -1.89 1.45 0.49
S -1.68 1.92 1.85
O -2.26 3.23 2.07
O -0.26 1.83 2.23
C -2.51 0.91 3.08
C -3.81 1.25 3.43
C -4.41 0.67 4.53
C -3.68 -0.20 5.34
C -2.37 -0.53 5.00
C -1.79 0.01 3.86
S -0.38 -0.84 3.15
O -0.54 -2.17 3.70
O -0.71 -0.77 1.71
O 0.93 -0.29 3.45
H -4.33 1.97 2.82
H -5.44 0.89 4.78
H -4.13 -0.62 6.22
H -1.80 -1.22 5.59
C -3.71 -3.01 -1.23
Si -3.01 -1.74 0.05
C -3.02 -2.79 1.65
C -4.45 -0.47 0.28
Sb -0.86 -0.51 -0.91
Si -0.19 -2.78 -2.07
C -0.09 -4.18 -0.77
C -1.13 -3.53 -3.56
C 1.56 -2.61 -2.83
Si -2.37 0.26 -2.89
C -1.08 0.58 -4.28
C -3.67 -0.69 -3.94
C -3.26 1.91 -2.55
H -4.72 -3.31 -0.96
H -3.08 -3.90 -1.26
H -3.73 -2.58 -2.23
H -3.87 -2.55 2.29
H -2.13 -2.62 2.25
H -3.05 -3.86 1.43
H -5.04 -0.69 1.16
H -5.11 -0.46 -0.59
H -4.03 0.53 0.40
H -0.60 -3.87 0.15
H 0.95 -4.36 -0.51
H -0.54 -5.11 -1.11
H -2.18 -3.72 -3.35
H -0.66 -4.47 -3.84
H -1.08 -2.86 -4.43
H 2.29 -2.41 -2.04
H 1.60 -1.80 -3.57
H 1.85 -3.53 -3.33
H -0.92 -0.33 -4.86
H -0.12 0.86 -3.85
H -1.39 1.36 -4.97
H -3.26 -1.63 -4.33
H -3.96 -0.07 -4.79
H -4.58 -0.94 -3.38
H -3.00 2.28 -1.55
H -4.34 1.79 -2.58
H -2.99 2.68 -3.27
C 2.84 -3.27 3.30
As 3.31 -1.72 2.22
C 4.95 -2.48 1.40
C 4.23 -0.51 3.42
S 2.10 -1.65 0.49
H 3.66 -3.52 3.98
H 2.65 -4.10 2.63
H 1.93 -3.07 3.86
H 5.55 -3.03 2.12
H 5.54 -1.67 0.97
H 4.65 -3.15 0.60
H 4.81 -1.14 4.09
H 3.51 0.09 3.97
H 4.89 0.13 2.84
```

Properties
- 2S+1: 5
- Gap between HOMO and LUMO (spin up / spin down): 7.19 / 7.37 eV
- Charge: -1
- <S²>: 6.01

---

B) ORCA calculation (the ωB97M-V functional and the def2-TZVPD basis) on a structure of composition C31H51AsFeI2N2O7S3SbSi3.

Geometry as XYZ:
```
102
Properties=species:S:1:pos:R:3
Fe -0.74 -0.66 0.85
I -7.74 1.33 3.69
C -5.76 1.00 3.10
C -4.82 0.62 4.03
C -3.52 0.43 3.61
I -2.07 -0.08 5.01
C -3.09 0.58 2.27
O -1.84 0.47 1.95
C -4.10 0.98 1.34
C -3.82 1.17 -0.14
N -2.53 1.73 -0.49
C -2.34 3.16 -0.29
C -1.81 3.47 1.10
C -2.65 3.88 2.13
C -2.13 4.04 3.40
C -0.78 3.81 3.60
C -0.01 3.45 2.50
N -0.50 3.29 1.28
C -5.40 1.18 1.77
H -5.08 0.49 5.07
H -4.64 1.80 -0.53
H -3.91 0.20 -0.63
H -2.27 1.44 -1.43
H -3.28 3.72 -0.45
H -1.61 3.52 -1.01
H -3.71 4.03 1.94
H -2.77 4.33 4.22
H -0.33 3.90 4.58
H 1.06 3.27 2.61
H -6.14 1.48 1.05
O -2.73 -2.15 0.98
S -2.74 -2.34 -0.47
O -4.04 -2.39 -1.09
O -1.82 -1.36 -1.08
C -2.00 -3.96 -0.78
C -2.79 -4.85 -1.49
C -2.34 -6.13 -1.80
C -1.07 -6.52 -1.39
C -0.27 -5.64 -0.68
C -0.72 -4.36 -0.36
S 0.42 -3.35 0.59
O -0.25 -3.01 1.83
O 1.63 -4.14 0.73
O 0.63 -2.13 -0.21
H -3.77 -4.52 -1.80
H -2.97 -6.80 -2.35
H -0.70 -7.51 -1.63
H 0.72 -5.92 -0.36
C 1.92 3.15 -4.25
Si 0.70 2.77 -2.86
C -0.99 2.76 -3.71
C 0.85 4.24 -1.69
Sb 0.85 0.61 -1.46
Si 1.26 -1.10 -3.35
C -0.34 -1.92 -3.86
C 1.92 -0.29 -4.93
C 2.53 -2.40 -2.87
Si 3.33 0.87 -0.82
C 3.99 -0.74 -0.12
C 4.46 1.34 -2.26
C 3.53 2.27 0.42
H 1.58 4.10 -4.67
H 1.92 2.41 -5.05
H 2.94 3.29 -3.90
H -1.44 3.76 -3.70
H -1.70 2.06 -3.26
H -0.88 2.47 -4.76
H 0.24 5.07 -2.05
H 1.89 4.58 -1.65
H 0.53 4.00 -0.67
H -0.96 -1.22 -4.43
H -0.92 -2.27 -3.01
H -0.11 -2.77 -4.51
H 1.17 0.34 -5.40
H 2.16 -1.11 -5.63
H 2.83 0.29 -4.79
H 2.47 -2.70 -1.82
H 3.54 -2.06 -3.09
H 2.34 -3.29 -3.48
H 4.27 -1.43 -0.91
H 3.25 -1.23 0.51
H 4.89 -0.52 0.47
H 4.33 0.73 -3.15
H 5.50 1.21 -1.92
H 4.33 2.39 -2.53
H 3.13 2.00 1.40
H 3.03 3.17 0.08
H 4.60 2.49 0.52
C 1.85 -0.66 5.53
As 2.10 -1.29 3.72
C 1.66 -3.15 3.84
C 4.02 -1.28 3.51
S 1.30 0.01 2.28
H 2.67 -1.02 6.15
H 0.91 -1.04 5.91
H 1.83 0.43 5.53
H 2.25 -3.55 4.66
H 1.90 -3.65 2.90
H 0.59 -3.26 4.02
H 4.50 -1.85 4.31
H 4.37 -0.25 3.51
H 4.26 -1.73 2.54
```

Properties
- 2S+1: 5
- Gap between HOMO and LUMO (spin up / spin down): 7.07 / 7.14 eV
- Charge: -1
- <S²>: 6.01

---

Energy relative to the most stable one, in kcal/mol: A) 36.4; B) 0.0

---

A) ORCA calculation (the ωB97M-V functional and the def2-TZVPD basis) on an isolated molecule of C19H23NO5S.

Geometry as XYZ:
```
49
Properties=species:S:1:pos:R:3
C 1.55 2.97 -3.46
C 0.53 2.13 -2.69
O 1.24 1.09 -2.04
C 0.58 0.01 -1.54
C 1.36 -1.13 -1.40
C 0.85 -2.30 -0.87
C -0.48 -2.36 -0.49
C -1.05 -3.59 0.17
C -0.48 -3.76 1.59
N -0.26 -2.49 2.24
C -1.26 -1.73 2.71
O -2.41 -2.09 2.84
C -0.79 -0.34 3.16
O 0.40 0.05 2.49
C 0.42 1.26 1.90
O -0.49 2.06 1.97
C 1.67 1.49 1.20
C 2.74 0.64 1.04
C 3.77 1.22 0.27
C 3.47 2.48 -0.13
S 1.93 3.00 0.41
C -1.26 -1.23 -0.62
C -0.77 -0.04 -1.13
O -1.51 1.10 -1.26
C -2.90 1.09 -1.00
C -3.25 1.19 0.49
H 1.04 3.77 -3.99
H 2.08 2.34 -4.17
H 2.27 3.40 -2.77
H -0.21 1.71 -3.38
H 0.01 2.76 -1.96
H 2.39 -1.07 -1.71
H 1.49 -3.17 -0.78
H -0.83 -4.49 -0.41
H -2.14 -3.49 0.24
H -1.18 -4.33 2.20
H 0.48 -4.28 1.56
H 0.61 -2.02 2.04
H -1.58 0.40 2.98
H -0.60 -0.37 4.24
H 2.77 -0.35 1.45
H 4.69 0.72 0.03
H 4.08 3.15 -0.71
H -2.29 -1.29 -0.30
H -3.26 1.99 -1.51
H -3.37 0.22 -1.46
H -2.62 1.94 0.96
H -3.12 0.25 1.00
H -4.29 1.49 0.59
```

Properties
- Gap between HOMO and LUMO: 8.23 eV
- Charge: 0
- SMILES string: CCOc1ccc(CCNC(=O)COC(=O)c2cccs2)cc1OCC

---

B) ORCA calculation (the ωB97M-V functional and the def2-TZVPD basis) on an isolated molecule of C19H23NO5S.

Geometry as XYZ:
```
49
Properties=species:S:1:pos:R:3
C 5.14 1.82 0.07
C 4.26 0.89 -0.77
C 2.82 1.11 -0.44
C 2.09 2.07 -1.14
C 0.76 2.33 -0.84
C 0.13 1.65 0.19
C 0.85 0.71 0.90
C 2.17 0.44 0.58
S 2.92 -0.92 1.49
O 4.28 -0.64 1.87
O 2.01 -1.31 2.54
C 2.95 -2.32 0.25
C 1.87 -2.05 -0.70
C 1.87 -1.65 -2.01
C 0.53 -1.38 -2.35
C -0.21 -1.63 -1.22
C -1.65 -1.48 -0.98
O -2.43 -1.17 -1.86
N -2.02 -1.77 0.29
C -3.36 -1.54 0.75
C -3.51 -0.19 1.49
C -4.98 0.18 1.66
C -5.30 0.90 0.34
C -3.91 1.28 -0.21
O -2.95 0.87 0.75
O 0.61 -2.04 -0.22
H 4.83 2.85 -0.05
H 6.18 1.73 -0.25
H 5.07 1.54 1.11
H 4.43 1.09 -1.83
H 4.55 -0.14 -0.56
H 2.57 2.61 -1.95
H 0.22 3.06 -1.42
H -0.90 1.84 0.42
H 0.40 0.16 1.71
H 3.92 -2.36 -0.21
H 2.76 -3.21 0.86
H 2.73 -1.56 -2.65
H 0.15 -1.05 -3.29
H -1.29 -1.89 0.98
H -3.67 -2.35 1.42
H -3.99 -1.54 -0.14
H -2.95 -0.23 2.44
H -5.61 -0.69 1.83
H -5.09 0.86 2.51
H -5.92 1.78 0.51
H -5.82 0.24 -0.35
H -3.71 0.77 -1.16
H -3.79 2.35 -0.35
```

Properties
- Gap between HOMO and LUMO: 9.30 eV
- Charge: 0
- SMILES string: CCc1ccccc1S(=O)(=O)Cc1ccc(C(=O)NC[C@@H]2CCCO2)o1

---

Energy relative to the most stable one, in kcal/mol: A) 0.0; B) 15.8

---

A) ORCA calculation (the ωB97M-V functional and the def2-TZVPD basis) on an isolated molecule of C10H11N3.

Geometry as XYZ:
```
24
Properties=species:S:1:pos:R:3
C 3.83 -0.83 0.21
C 2.37 -0.61 -0.03
C 2.24 0.80 -0.09
C 0.97 1.26 -0.08
N 0.52 2.64 -0.13
C -0.15 0.48 0.08
C -1.53 0.89 0.31
C -2.62 -0.06 0.01
N -3.93 0.22 0.08
C -2.25 -1.37 -0.04
C -0.98 -1.78 -0.09
C 0.09 -0.90 -0.03
N 1.43 -1.42 -0.11
H 4.14 -1.95 0.30
H 4.13 -0.47 -0.80
H 4.23 -0.20 1.12
H 3.11 1.37 0.16
H -0.22 2.89 -0.65
H 1.24 3.29 -0.49
H -1.91 1.94 0.80
H -4.22 1.11 -0.08
H -4.65 -0.63 0.03
H -3.05 -2.04 -0.47
H -0.78 -2.79 -0.34
```

Properties
- Gap between HOMO and LUMO: 8.03 eV
- Charge: 0
- SMILES string: Cc1cc(N)c2cc(N)ccc2n1

---

B) ORCA calculation (the ωB97M-V functional and the def2-TZVPD basis) on an isolated molecule of C10H11N3.

Geometry as XYZ:
```
24
Properties=species:S:1:pos:R:3
C 0.58 1.61 -2.44
C 1.35 1.08 -1.23
C 2.12 2.11 -0.31
C 0.23 0.50 -0.33
C 0.39 -0.98 0.07
N -0.64 -1.65 0.72
C -1.07 -2.93 0.53
C -2.18 -3.08 1.33
N -2.37 -2.00 2.06
C -1.49 -1.10 1.68
C -1.33 0.22 2.30
C -0.98 1.14 1.41
N -0.72 1.28 0.17
H 0.39 0.83 -3.04
H 1.28 2.30 -3.09
H -0.25 2.12 -2.21
H 2.01 0.41 -1.60
H 1.97 1.82 0.75
H 1.73 3.18 -0.59
H 3.20 1.90 -0.54
H 1.05 -1.59 -0.38
H -0.71 -3.66 -0.07
H -2.90 -3.85 1.55
H -1.66 0.32 3.27
```

Properties
- Gap between HOMO and LUMO: 7.23 eV
- Charge: 0
- SMILES string: CC(C)C1=Cn2ccnc2C=C=N1

---

Energy relative to the most stable one, in kcal/mol: A) 0.0; B) 67.8

---

A) ORCA calculation (the ωB97M-V functional and the def2-TZVPD basis) on an isolated molecule of C4H3N3O.

Geometry as XYZ:
```
11
Properties=species:S:1:pos:R:3
O -0.45 1.46 -1.80
C -0.12 0.62 -1.02
C -0.87 -0.76 -0.62
N -0.90 -0.93 0.61
C -0.35 -0.25 1.56
N 0.79 0.20 1.80
N 1.63 -0.04 0.61
C 1.22 0.35 -0.57
H -1.56 -1.18 -1.45
H -1.29 0.20 2.36
H 1.91 0.33 -1.48
```

Properties
- Gap between HOMO and LUMO: 8.83 eV
- Charge: 0
- SMILES string: O=c1cncnnc1

---

B) ORCA calculation (the ωB97M-V functional and the def2-TZVPD basis) on an isolated molecule of C4H3N3O.

Geometry as XYZ:
```
11
Properties=species:S:1:pos:R:3
N -3.15 0.01 0.01
C -1.99 0.05 0.09
C -0.47 0.06 0.04
N -0.18 -1.21 0.06
N 1.29 -1.37 -0.16
C 2.04 -0.31 0.06
C 1.52 1.09 0.11
O 0.10 1.25 -0.23
H 3.05 -0.50 0.30
H 1.72 1.66 1.00
H 2.16 1.50 -0.61
```

Properties
- Gap between HOMO and LUMO: 9.84 eV
- Charge: 0
- SMILES string: N#CC1=NN=CCO1

---

Energy relative to the most stable one, in kcal/mol: A) 27.8; B) 0.0

---

A) ORCA calculation (the ωB97M-V functional and the def2-TZVPD basis) on a structure of composition C4H3N3O.

Geometry as XYZ:
```
11
Properties=species:S:1:pos:R:3
C 2.17 -0.72 0.98
C 0.02 0.17 0.09
C -1.05 1.28 -0.11
C -1.60 -0.39 -1.08
H 3.42 -0.38 0.61
H -1.08 2.25 0.39
H -2.17 -0.96 -1.94
N 1.21 0.33 0.59
N -2.04 0.94 -0.69
N -0.49 -0.94 -0.66
O 1.61 -1.59 1.83
```

Properties
- Gap between HOMO and LUMO: 8.73 eV
- Charge: 0

---

B) ORCA calculation (the ωB97M-V functional and the def2-TZVPD basis) on a structure of composition C4H3N3O.

Geometry as XYZ:
```
11
Properties=species:S:1:pos:R:3
C -1.08 -0.31 0.65
C -0.19 -0.58 -1.17
C 0.80 -0.02 -0.39
C 1.91 0.54 -1.22
H -1.58 0.09 2.40
H -0.30 -0.54 -2.36
H 0.94 0.32 1.80
N -1.35 -0.79 -0.45
N 0.23 0.33 0.91
N 2.67 1.41 -1.82
O -2.06 -0.46 1.65
```

Properties
- Gap between HOMO and LUMO: 9.26 eV
- Charge: 0

---

Energy relative to the most stable one, in kcal/mol: A) 15.0; B) 0.0

---

A) ORCA calculation (the ωB97M-V functional and the def2-TZVPD basis) on an isolated molecule of C8H14BN.

Geometry as XYZ:
```
24
Properties=species:S:1:pos:R:3
C -1.43 1.31 -1.54
C -0.54 1.04 -0.37
C -0.35 1.80 0.78
C 0.60 1.48 1.80
C 1.34 0.37 1.75
B 1.33 -0.46 0.48
N 2.33 -1.35 0.07
C -0.10 -0.41 -0.24
C -1.03 -1.10 0.94
C -0.30 -1.16 -1.58
H -2.22 0.65 -1.48
H -0.98 1.06 -2.45
H -1.61 2.39 -1.57
H -0.64 2.85 0.59
H 0.67 2.17 2.55
H 2.11 0.28 2.48
H 3.15 -1.62 0.59
H 2.36 -1.93 -0.75
H -0.69 -2.01 1.44
H -2.07 -1.15 0.44
H -1.01 -0.36 1.77
H 0.41 -0.65 -2.25
H -1.32 -1.07 -2.00
H 0.00 -2.15 -1.43
```

Properties
- Gap between HOMO and LUMO: 8.45 eV
- Charge: 0
- SMILES string: CC1=CC=CB(N)C1(C)C

---

B) ORCA calculation (the ωB97M-V functional and the def2-TZVPD basis) on an isolated molecule of C8H14BN.

Geometry as XYZ:
```
24
Properties=species:S:1:pos:R:3
B 0.17 -0.66 -0.10
C -0.92 0.25 0.63
C -0.63 1.56 0.95
C 0.75 1.78 0.60
C 1.37 2.98 0.77
C 1.60 -0.14 0.10
C -1.55 2.39 1.70
C 1.03 -2.51 -1.48
C -1.31 -2.37 -1.33
N -0.05 -1.76 -0.96
H -1.94 -0.20 0.84
H 2.42 3.15 0.62
H 0.80 3.87 0.95
H 2.27 -0.28 0.98
H 2.20 0.11 -0.80
H -1.34 2.57 2.82
H -2.52 1.93 1.85
H -1.60 3.29 1.16
H 0.94 -2.72 -2.58
H 2.12 -2.14 -1.39
H 1.17 -3.48 -1.05
H -1.32 -2.53 -2.36
H -1.59 -3.35 -0.87
H -2.09 -1.72 -1.05
```

Properties
- Gap between HOMO and LUMO: 8.76 eV
- Charge: 0

---

Energy relative to the most stable one, in kcal/mol: A) 0.0; B) 57.1

---

A) ORCA calculation (the ωB97M-V functional and the def2-TZVPD basis) on a cluster of 2 separate species, C2F5N in total.

Geometry as XYZ:
```
8
Properties=species:S:1:pos:R:3
C 1.34 -1.15 -0.37
C -1.47 1.21 0.40
N 0.75 -0.19 0.07
F 0.98 -2.42 -0.74
F 2.65 -1.09 -0.50
F -0.52 2.04 0.53
F -2.18 0.76 1.37
F -1.88 1.11 -0.85
```

Properties
- Gap between HOMO and LUMO (spin up / spin down): 10.67 / 6.18 eV
- Charge: 0

---

B) ORCA calculation (the ωB97M-V functional and the def2-TZVPD basis) on an isolated molecule of C2F5N.

Geometry as XYZ:
```
8
Properties=species:S:1:pos:R:3
F -2.47 0.57 -0.36
C -1.27 0.13 0.02
F -1.30 -0.35 1.19
N -0.29 0.34 -0.69
C 1.01 -0.07 -0.22
F 1.29 -1.25 -0.68
F 1.01 -0.23 1.14
F 2.02 0.87 -0.40
```

Properties
- Gap between HOMO and LUMO: 13.32 eV
- Charge: 0
- SMILES string: FC(F)=NC(F)(F)F

---

Energy relative to the most stable one, in kcal/mol: A) 107.8; B) 0.0

---

A) ORCA calculation (the ωB97M-V functional and the def2-TZVPD basis) on a cluster of 2 separate species, C3H6N4 in total.

Geometry as XYZ:
```
13
Properties=species:S:1:pos:R:3
H -1.03 -2.96 -0.65
N -1.73 -2.31 -0.32
C -1.24 -1.26 0.17
C -1.81 0.10 0.08
C -2.75 0.88 0.05
H -0.31 -1.23 0.76
H -3.66 1.41 -0.04
H 1.31 1.33 1.34
N 0.81 0.72 0.67
N 1.38 0.46 -0.42
N 2.65 0.78 -0.56
H 3.38 0.66 0.15
H 3.00 1.43 -1.25
```

Properties
- Gap between HOMO and LUMO: 9.51 eV
- Charge: 0
- SMILES string: [H]/N=C/C#C.[H]/N=N\N

---

B) ORCA calculation (the ωB97M-V functional and the def2-TZVPD basis) on an isolated molecule of C3H6N4.

Geometry as XYZ:
```
13
Properties=species:S:1:pos:R:3
C -1.62 -0.01 0.96
C -0.52 -0.21 -0.06
C 0.41 0.97 -0.41
N 1.11 0.71 -1.67
N 1.92 -0.21 -1.51
N 1.76 -0.77 -0.33
N 0.77 0.03 0.56
H -1.19 0.52 1.71
H -1.99 -0.96 1.15
H -2.51 0.49 0.68
H -0.53 -0.99 -0.74
H 0.16 1.99 -0.31
H 2.25 -1.55 -0.02
```

Properties
- Gap between HOMO and LUMO: 9.75 eV
- Charge: 0
- SMILES string: C[C@H]1[C@@H]2N=NNN12

---

Energy relative to the most stable one, in kcal/mol: A) 43.8; B) 0.0